{"formula": "C3H3IO", "method": "wB97M-V/def2-TZVPD", "total_charge": 0, "e_tot_ev": -13301.732, "max_force_ev_per_a": 2.7, "de_lowest_kj_mol": 426.3, "gap_ev": [8.13, 8.64], "elements": ["C", "C", "C", "O", "I", "H", "H", "H"], "xyz": [[0.52136, -0.03249, -0.49136], [0.67948, 0.62306, 0.67120], [0.36450, -1.23572, 0.33167], [0.55093, -0.49662, 1.49935], [1.29891, -3.07349, 0.15002], [0.49798, 0.18278, -1.53509], [0.84605, 1.60486, 1.06229], [-1.65603, -1.66486, 0.30427]], "mulliken_charge": [-0.436, -0.094, -0.180, -0.265, 0.132, 0.341, 0.382, 0.119]}